# 1
Formula: C22H33BaGeN4O2
Source: the Open Molecules 2025 dataset
Level of theory: the ωB97M-V functional and the def2-TZVPD basis

Properties
HOMO level: -15.837 eV
Lowest unoccupied orbital energy: -8.1 eV
Net charge: +3

Geometry as XYZ:
```
63
Properties=species:S:1:pos:R:3:nbo_charge:R:1
Ba 0.3378 -0.1672 0.7394 1.915
N -5.3184 -0.6623 4.0256 -0.713
C -5.3450 -2.0002 3.3033 -0.042
C -3.9351 -2.5256 3.0368 -0.452
C -3.1538 -1.9293 1.8500 -0.055
N -2.3377 -0.7184 2.1676 -0.926
C -4.0621 -1.6792 0.6442 -0.429
C -5.4053 -1.0241 0.9632 -0.056
N -5.2078 0.3620 1.4555 -0.895
C -6.1546 -1.8305 2.0233 -0.444
H -4.6721 -0.6554 4.8158 0.436
H -6.2460 -0.4318 4.3899 0.447
H -5.0597 0.0599 3.3189 0.465
H -5.8480 -2.6815 3.9879 0.250
H -4.0693 -3.5895 2.8277 0.266
H -3.3297 -2.4943 3.9491 0.224
H -2.4332 -2.6994 1.5668 0.208
H -1.9730 -0.8092 3.1150 0.372
H -2.9361 0.1043 2.1863 0.385
H -4.2746 -2.6395 0.1700 0.253
H -3.5323 -1.0875 -0.1087 0.212
H -6.0036 -1.0307 0.0489 0.225
H -6.1087 0.8377 1.4831 0.397
H -4.6718 0.8953 0.7746 0.387
H -6.3710 -2.8274 1.6356 0.264
H -7.1280 -1.3800 2.2371 0.239
Ge 1.9599 2.4013 -2.4831 1.577
C 2.6959 4.1041 -2.0874 -0.562
C 3.7381 4.2874 -1.1723 -0.145
C 4.2298 5.5557 -0.9198 -0.214
C 3.6904 6.6527 -1.5841 -0.147
C 2.6579 6.4844 -2.4966 -0.191
C 2.1600 5.2148 -2.7457 -0.189
C 2.9260 0.7563 -2.6052 -0.450
C 4.2157 0.5861 -2.0952 -0.221
C 4.8701 -0.6288 -2.2311 -0.188
C 4.2428 -1.6872 -2.8796 -0.189
C 2.9587 -1.5355 -3.3870 -0.210
C 2.3054 -0.3179 -3.2508 -0.238
H 0.7378 2.4263 -3.3949 -0.138
H 4.1796 3.4424 -0.6541 0.198
H 5.0395 5.6937 -0.2165 0.240
H 4.0826 7.6422 -1.3919 0.244
H 2.2472 7.3395 -3.0151 0.244
H 1.3595 5.0955 -3.4672 0.226
H 4.7420 1.4137 -1.6339 0.226
H 5.8847 -0.7377 -1.8705 0.240
H 4.7742 -2.6196 -3.0261 0.234
H 2.4873 -2.3467 -3.9263 0.236
H 1.3261 -0.1944 -3.7023 0.221
O -0.0322 2.3295 1.0848 -0.741
C 0.5527 2.7642 0.0927 0.678
O 1.0624 1.9278 -0.7692 -0.872
H 0.6727 3.8363 -0.0982 0.178
C 4.7337 -4.2464 0.0858 -0.592
C 3.2783 -4.5137 -0.3038 -0.538
C 2.4075 -3.3718 -0.0402 0.511
N 1.7252 -2.4706 0.1676 -0.621
H 5.3226 -5.1293 -0.1518 0.254
H 4.8286 -4.0502 1.1520 0.229
H 5.1398 -3.4021 -0.4666 0.220
H 2.8601 -5.3604 0.2449 0.280
H 3.1761 -4.7377 -1.3685 0.276
```

# 2
Formula: C36H65FN2O26
Source: the Open Molecules 2025 dataset
Level of theory: the ωB97M-V functional and the def2-TZVPD basis

Properties
SMILES: CC(=O)OCCCC[C@](C#N)(CC#N)CCF.COC(=O)OC.COC(=O)OC.COC(=O)OC.COC(=O)OC.COC(=O)OC.COC(=O)OC.COC(=O)OC.COC(=O)OC
HOMO level: -10.391 eV
Lowest unoccupied orbital energy: 0.2 eV
Net charge: 0

Geometry as XYZ:
```
130
Properties=species:S:1:pos:R:3:mulliken_charge:R:1
C -4.1243 -7.7320 2.5492 -0.966
C -4.3662 -7.1125 1.0955 0.747
O -4.3218 -7.9277 0.1095 -0.656
O -4.6682 -5.7196 0.8418 -0.402
C -3.5899 -5.2234 -0.0571 0.122
C -3.3054 -3.7110 0.3885 -0.517
C -1.8685 -3.1170 -0.0180 -0.511
C -0.8927 -4.1142 -0.8112 -1.120
C 0.0511 -5.0270 0.1692 1.493
C -0.5977 -5.2357 1.6310 -0.474
N -1.2951 -5.6909 2.5192 -0.601
C 1.5037 -4.3096 0.4407 -0.391
C 2.0367 -4.7773 1.9046 0.180
N 2.4694 -5.4771 2.8004 -0.553
C 0.3507 -6.3997 -0.6171 -0.934
C 1.0474 -7.5477 0.2607 -0.362
F 2.5041 -7.4035 0.3016 -0.328
H -4.3018 -6.9413 3.3750 0.313
H -4.8902 -8.5810 2.7540 0.334
H -3.0767 -8.2056 2.6806 0.224
H -4.0589 -5.2538 -1.1181 0.197
H -2.7163 -5.9482 0.0747 -0.023
H -3.4891 -3.5493 1.5188 0.270
H -4.1001 -3.0488 -0.1426 0.162
H -1.3575 -2.6938 0.9351 0.240
H -2.0374 -2.1869 -0.6937 0.400
H -1.3924 -4.7568 -1.6158 0.420
H -0.1343 -3.4382 -1.3801 0.457
H 2.2389 -4.6351 -0.3721 0.366
H 1.3641 -3.1722 0.5249 0.440
H 1.0846 -6.1619 -1.4865 0.386
H -0.6013 -6.8090 -1.1231 0.454
H 0.6518 -7.6496 1.3293 0.241
H 0.8599 -8.5663 -0.2550 0.318
C -3.9687 -10.8360 -5.5578 -0.620
O -4.9153 -9.9032 -5.0414 -0.320
C -5.0557 -9.9429 -3.7026 0.768
O -4.4635 -10.6784 -2.9492 -0.534
O -5.9693 -9.0217 -3.3526 -0.330
C -6.2229 -8.9502 -1.9479 -0.404
H -3.9381 -10.7156 -6.6417 0.217
H -2.9714 -10.6339 -5.1595 0.287
H -4.2746 -11.8605 -5.3326 0.285
H -5.3161 -8.6723 -1.4043 0.232
H -6.6193 -9.8998 -1.5792 0.305
H -6.9743 -8.1762 -1.7828 0.239
C -4.6910 -0.6262 -4.2929 -0.619
O -5.6346 0.3028 -3.7629 -0.317
C -5.7667 0.2529 -2.4249 0.825
O -5.1699 -0.4878 -1.6798 -0.534
O -6.6780 1.1717 -2.0617 -0.329
C -6.9202 1.2314 -0.6567 -0.620
H -4.6674 -0.4971 -5.3759 0.219
H -3.6913 -0.4270 -3.8995 0.281
H -4.9956 -1.6524 -4.0739 0.280
H -6.0085 1.5045 -0.1202 0.286
H -7.3137 0.2796 -0.2916 0.311
H -7.6691 2.0042 -0.4780 0.216
C -4.3659 4.8273 -2.2415 -0.668
O -4.5908 4.5068 -0.8696 -0.255
C -4.9322 5.5594 -0.1049 0.751
O -5.0550 6.7002 -0.4817 -0.540
O -5.1124 5.1190 1.1535 -0.299
C -5.4802 6.1372 2.0822 -0.558
H -4.0977 3.9058 -2.7601 0.186
H -5.2741 5.2283 -2.6976 0.313
H -3.5383 5.5335 -2.3417 0.331
H -6.4328 6.5913 1.7993 0.296
H -4.6964 6.8950 2.1545 0.219
H -5.5992 5.6719 3.0618 0.222
C 4.3930 -4.3021 3.9727 -0.449
O 4.7737 -3.5690 5.1405 -0.370
C 5.1454 -2.3037 4.8950 0.756
O 5.1755 -1.7715 3.8078 -0.564
O 5.4766 -1.7293 6.0656 -0.337
C 5.8940 -0.3700 5.9532 -0.597
H 4.1117 -5.3061 4.2848 0.303
H 3.5362 -3.8378 3.4928 0.047
H 5.2329 -4.3792 3.2766 0.306
H 5.0889 0.2485 5.5492 0.284
H 6.7902 -0.2919 5.3330 0.276
H 6.1354 -0.0109 6.9546 0.220
C 4.2669 -0.6301 1.6848 -0.269
O 3.9490 -0.7080 0.2920 -0.229
C 4.1236 0.4431 -0.3803 0.724
O 4.5108 1.4872 0.0878 -0.562
O 3.7912 0.2293 -1.6676 -0.323
C 3.9282 1.3762 -2.5049 -0.465
H 4.0893 -1.6090 2.1229 -0.125
H 5.3185 -0.3749 1.8260 0.322
H 3.6214 0.0952 2.1868 0.342
H 4.9670 1.7137 -2.5297 0.130
H 3.2681 2.1797 -2.1692 0.304
H 3.6351 1.0906 -3.5163 0.232
C 7.5141 3.7031 -1.9983 -0.592
O 7.1984 3.6265 -3.3887 -0.333
C 7.3719 4.7784 -4.0588 0.845
O 7.7577 5.8223 -3.5882 -0.557
O 7.0408 4.5664 -5.3456 -0.336
C 7.1777 5.7137 -6.1818 -0.599
H 7.3375 2.7201 -1.5593 0.223
H 8.5664 3.9604 -1.8554 0.348
H 6.8670 4.4259 -1.4954 0.232
H 8.2165 6.0515 -6.2059 0.286
H 6.5176 6.5169 -5.8455 0.257
H 6.8846 5.4271 -7.1927 0.231
C 5.9607 8.0014 -2.3650 -0.555
O 5.2013 8.5918 -1.3105 -0.326
C 4.6214 7.7027 -0.4853 0.748
O 4.6962 6.4996 -0.5723 -0.511
O 3.9429 8.3864 0.4541 -0.338
C 3.2713 7.5633 1.4064 -0.616
H 6.3819 8.8079 -2.9669 0.283
H 6.7828 7.4070 -1.9620 0.290
H 5.3201 7.3910 -3.0061 0.237
H 3.9872 6.9510 1.9598 0.285
H 2.5244 6.9355 0.9147 0.275
H 2.7596 8.2188 2.1127 0.224
C -1.4464 8.0817 6.7502 -0.620
O -2.2702 8.9100 5.9316 -0.320
C -1.7483 9.1845 4.7225 0.799
O -0.6834 8.7964 4.3044 -0.525
O -2.6219 9.9689 4.0594 -0.307
C -2.1972 10.3429 2.7510 -0.612
H -1.9651 7.9267 7.6973 0.220
H -1.2894 7.1085 6.2791 0.287
H -0.4912 8.5707 6.9555 0.289
H -2.0705 9.4601 2.1198 0.279
H -1.2716 10.9215 2.7973 0.287
H -2.9737 10.9708 2.3117 0.224
```

# 3
Formula: C38H46IrOP2Si
Source: the Open Molecules 2025 dataset
Level of theory: the ωB97M-V functional and the def2-TZVPD basis

Properties
HOMO level (alpha / beta): -11.154 / -13.938 eV
<S²>: 8.764
Lowest unoccupied orbital energy (alpha / beta): -4.8 / -8.1 eV
Net charge: +2
2S+1: 6

Geometry as XYZ:
```
89
Properties=species:S:1:pos:R:3:lowdin_spin:R:1
Ir 0.9636 2.5395 -0.0282 1.806
C 1.0482 4.4615 0.4906 0.223
C -0.1613 3.8788 1.0333 0.187
C -1.5065 4.0804 0.3839 0.046
C -1.5043 3.6918 -1.1061 0.044
C -0.4497 2.6623 -1.4491 0.255
C 0.8893 3.0072 -1.9346 0.223
C 1.2605 4.4363 -2.0857 0.057
C 1.1060 5.2637 -0.7921 0.050
C -0.2519 -2.6291 -1.1722 0.004
H 1.7808 4.7333 1.2681 0.027
H -0.2006 3.7100 2.1208 0.013
H -1.8858 5.1041 0.5308 0.010
H -2.2375 3.4418 0.8950 0.001
H -2.4814 3.2552 -1.3625 0.003
H -1.4058 4.5896 -1.7225 0.006
H -0.8427 1.7098 -1.8298 0.037
H 1.2883 2.2920 -2.6427 0.023
H 0.6908 4.9158 -2.8887 0.012
H 2.3102 4.4915 -2.4061 0.001
H 1.9759 5.9200 -0.6938 0.002
H 0.2474 5.9347 -0.8680 0.007
H 0.5856 -2.0347 -0.7936 0.002
H 0.1087 -3.3830 -1.8879 0.000
H -0.7545 -3.0773 -0.3029 0.001
P 0.1918 -0.3357 1.6209 0.139
P -1.3714 -1.4590 -1.9156 0.083
C -1.2702 -0.1754 0.6625 0.298
C -1.7172 -0.3142 -0.6267 0.346
C -0.3646 -0.3586 3.3280 0.010
C -1.4653 0.3984 3.8008 0.011
C -1.8303 0.3010 5.1519 0.000
C -1.1180 -0.5636 5.9939 0.009
C 0.0077 -1.2724 5.5434 0.000
C 0.4088 -1.1117 4.2241 0.007
C 1.3129 1.0949 1.4764 0.209
C 2.3697 1.0490 0.4547 0.190
C 3.6297 1.6934 0.7545 0.092
C 3.8285 2.3180 1.9604 0.154
C 2.8090 2.3872 2.9322 0.137
C 1.5930 1.8059 2.7210 0.116
C -2.8956 -2.3258 -2.3555 0.022
C -3.7660 -2.6687 -1.2994 0.005
C -4.7933 -3.5822 -1.5397 0.000
C -4.9686 -4.0956 -2.8353 0.000
C -4.1545 -3.6827 -3.9006 0.001
C -3.1098 -2.7884 -3.6654 0.003
C -0.6181 -0.6399 -3.3313 0.016
C 0.7863 -0.6156 -3.3966 0.005
C 1.4140 -0.0957 -4.5294 0.000
C 0.6601 0.4632 -5.5605 0.004
C -0.7291 0.5607 -5.4432 0.001
C -1.3659 0.0179 -4.3244 0.005
H -2.0405 0.1680 1.3679 0.021
H -2.5097 0.3936 -0.8729 0.013
H -1.9985 1.0878 3.1342 0.000
H -2.6523 0.9224 5.5273 0.000
H -1.4211 -0.6826 7.0284 0.000
H 0.6087 -1.9248 6.1917 0.000
H 1.3634 -1.5230 3.8726 0.000
H 2.3803 0.1711 -0.2084 0.026
H 4.4079 1.5943 -0.0072 0.000
H 4.8090 2.7042 2.2259 0.005
H 3.0111 2.8469 3.9066 0.004
H 0.7943 1.7922 3.4811 0.002
H -3.6157 -2.2189 -0.3080 0.002
H -5.4399 -3.8866 -0.7144 0.000
H -5.7542 -4.8282 -3.0154 0.000
H -4.3172 -4.0543 -4.9116 0.000
H -2.4485 -2.4485 -4.4666 0.000
H 1.3811 -1.0258 -2.5781 0.000
H 2.5021 -0.1388 -4.5972 0.000
H 1.1588 0.8290 -6.4607 0.000
H -1.3147 1.0363 -6.2294 0.000
H -2.4499 0.0903 -4.2298 0.000
C 3.2564 -2.8396 2.8739 0.000
Si 1.8836 -3.0439 1.6421 0.002
C 2.6996 -4.0304 0.2728 0.000
C 0.4990 -4.0815 2.3109 0.001
O 1.0930 -1.5978 1.3074 0.021
H 3.5746 -3.8715 3.0889 0.000
H 2.9831 -2.3743 3.8233 0.000
H 4.1121 -2.3019 2.4490 0.000
H 3.1926 -4.8557 0.8186 0.000
H 1.9870 -4.4750 -0.4339 0.000
H 3.4803 -3.4903 -0.2803 0.000
H -0.1276 -3.5511 3.0389 0.000
H -0.1253 -4.4595 1.4925 0.000
H 0.9902 -4.9311 2.8026 0.000
```

# 4
Formula: C3H8N3P
Source: the Open Molecules 2025 dataset
Level of theory: the ωB97M-V functional and the def2-TZVPD basis

Properties
HOMO level: -9.332 eV
Lowest unoccupied orbital energy: 0.6 eV
Net charge: 0

Geometry as XYZ:
```
15
Properties=species:S:1:pos:R:3:nbo_charge:R:1
C -1.5154 0.0743 -0.3050 -0.406
C -0.5719 -0.2877 -1.1586 -0.153
C 0.7988 -0.7253 -0.7567 -0.634
N 3.8038 0.9455 -0.0523 -0.119
N 2.8202 1.1990 0.4475 0.255
N 1.8054 1.4372 1.0118 -0.613
P 1.2307 1.1685 2.6249 0.547
H -2.4385 0.4802 -0.7067 0.193
H -1.4064 0.0154 0.6757 0.171
H -0.7739 -0.0234 -2.1570 0.188
H 1.3939 0.2841 -0.9001 0.219
H 1.2102 -1.4655 -1.3379 0.214
H 0.6923 -1.0068 0.3354 0.204
H 0.8109 2.4862 2.6212 -0.024
H 2.4715 1.6672 3.1542 -0.042
```

# 5
Formula: C21H61Li2O18
Source: the Open Molecules 2025 dataset
Level of theory: the ωB97M-V functional and the def2-TZVPD basis

Properties
HOMO level: -11.840 eV
Lowest unoccupied orbital energy: -3.2 eV
Net charge: +1

Geometry as XYZ:
```
102
Properties=species:S:1:pos:R:3:mulliken_charge:R:1
Li -0.4041 -0.8665 -3.4099 0.751
Li 2.8533 0.3606 -2.2291 0.815
C 1.1646 0.1969 0.5220 -0.829
C 0.3110 0.1213 -0.7350 2.225
O 0.9456 -0.3686 -1.8782 -1.579
H 1.9493 0.9539 0.3893 0.254
H 1.7539 -0.7278 0.5868 -0.137
H 0.5866 0.3410 1.4292 0.490
H -0.1339 1.1054 -0.9647 -0.271
H -0.5868 -0.4621 -0.4510 -1.248
C -4.6408 -0.5761 3.0688 -1.256
C -4.2395 0.7951 2.5616 0.418
C -3.9730 0.8267 1.0485 -0.575
O -5.2862 1.7044 2.9400 -0.589
H -4.4762 -0.7398 4.1315 0.357
H -4.1295 -1.4025 2.5702 0.092
H -5.7034 -0.6755 2.8323 0.438
H -3.3569 1.1506 3.1086 0.164
H -2.9498 0.4430 0.9809 -0.101
H -4.0465 1.8184 0.6082 0.311
H -4.7147 0.1871 0.5652 0.409
H -4.9263 2.5944 2.8898 0.333
C -0.7436 3.4125 1.2108 0.378
C -0.0361 4.7059 0.8788 -0.634
O 1.3514 4.6395 1.1711 -0.567
O -0.7988 3.1440 2.6133 -0.652
H -0.2234 2.5539 0.7741 -0.219
H -1.7585 3.4338 0.8106 0.227
H -0.4783 5.5785 1.3682 0.349
H -0.1536 4.8925 -0.1910 0.271
H 1.4483 4.4422 2.1124 0.346
H 0.1142 2.9379 2.8917 0.443
C 4.4927 -3.3167 1.0194 -0.438
C 4.6277 -2.1500 1.9710 0.066
O 5.4632 -1.1368 1.3820 -0.565
O 5.5694 -4.2385 1.1887 -0.584
H 4.4152 -3.0194 -0.0253 0.347
H 3.6189 -3.8740 1.3568 0.130
H 5.0639 -2.5359 2.8944 0.377
H 3.6524 -1.6915 2.1739 0.043
H 5.7617 -0.5858 2.1140 0.308
H 6.2975 -3.9853 0.6139 0.331
C 1.1739 -3.7651 -0.6252 1.029
C 1.7031 -5.1387 -0.4449 -0.598
O 1.5714 -5.8843 -1.6809 -0.591
O 1.9227 -2.9910 -1.5506 -0.582
H 1.1571 -3.2638 0.3553 -0.135
H 0.1364 -3.7940 -0.9826 -0.326
H 1.1223 -5.7289 0.2626 0.267
H 2.7533 -5.1732 -0.1473 0.269
H 1.9852 -5.3325 -2.3564 0.325
H 1.5139 -2.1102 -1.6102 0.463
C 3.1535 0.9169 3.1615 -0.059
C 3.0194 2.4264 2.9712 -0.433
O 1.8435 2.9253 3.6487 -0.621
O 3.7825 0.6159 4.4090 -0.591
H 3.7957 0.5855 2.3362 0.019
H 2.1496 0.5000 3.1056 0.343
H 2.9012 2.6746 1.9191 0.221
H 3.9080 2.9069 3.3846 0.502
H 2.0371 2.8811 4.5933 0.270
H 3.1799 0.0181 4.8617 0.417
C -1.5451 -3.2842 -3.1525 -0.441
C -2.3034 -2.2709 -2.3419 0.169
O -2.3898 -1.0331 -3.0885 -0.335
O -0.1965 -2.8562 -3.4142 -0.388
H -2.0315 -3.4389 -4.1221 0.436
H -1.5639 -4.2247 -2.5886 0.382
H -1.7538 -2.0168 -1.4316 -0.514
H -3.2980 -2.6374 -2.0954 0.552
H -3.2059 -1.0081 -3.5966 0.218
H 0.2250 -3.5594 -3.9174 0.177
C -2.6686 2.6041 -2.5865 0.356
C -3.1721 2.8766 -4.0005 -0.610
O -2.1161 3.2848 -4.8689 -0.476
O -2.3554 3.7956 -1.8700 -0.507
H -1.8116 1.9281 -2.6538 -0.193
H -3.4319 2.0598 -2.0152 0.215
H -3.8816 3.7061 -4.0191 0.355
H -3.6980 2.0105 -4.4218 0.280
H -1.5323 2.5286 -4.9893 0.283
H -3.2030 4.2000 -1.6580 0.319
C 1.0495 3.8673 -3.2311 -0.357
C 1.9686 3.3539 -2.1294 0.536
O 2.9810 2.4537 -2.6431 -0.471
O 0.1444 4.8163 -2.7554 -0.533
H 0.5829 3.0100 -3.7314 0.125
H 1.7046 4.3318 -3.9823 0.404
H 1.3773 2.7914 -1.4005 -0.455
H 2.4485 4.1653 -1.5810 0.288
H 3.4403 2.9631 -3.3240 0.261
H -0.6698 4.3490 -2.4810 0.254
C -1.3199 -2.4802 1.6034 1.090
C -2.5284 -3.2818 1.1278 -0.713
O -2.0862 -4.5267 0.6210 -0.555
O -0.4846 -3.3000 2.4273 -0.580
H -1.6784 -1.6462 2.2134 0.445
H -0.7358 -2.2475 0.7171 -0.968
H -3.0964 -2.7266 0.3808 0.216
H -3.2345 -3.4757 1.9457 0.399
H -1.4889 -4.9036 1.2776 0.364
H -0.9306 -3.4331 3.2724 0.356
```

# 6
Formula: C3H13N4
Source: the Open Molecules 2025 dataset
Level of theory: the ωB97M-V functional and the def2-TZVPD basis

Properties
HOMO level: -14.502 eV
Lowest unoccupied orbital energy: -2.8 eV
Net charge: +1

Geometry as XYZ:
```
20
Properties=species:S:1:pos:R:3:nbo_charge:R:1
N -0.9883 -0.3655 -0.8231 -0.794
C -1.9547 -0.2382 0.0384 0.663
N -1.9795 0.7709 0.9567 -0.782
N -3.0171 -1.0943 0.0828 -0.785
H 0.0391 0.3604 -0.7819 0.431
H -1.0425 -1.1773 -1.4215 0.399
H -2.9020 1.0980 1.1758 0.413
H -1.3569 1.5302 0.7138 0.395
H -2.9207 -1.9411 -0.4588 0.403
H -3.4167 -1.2927 0.9864 0.414
C 2.3405 -0.8422 0.1538 -0.626
C 1.9681 0.6200 0.3627 -0.220
N 1.1580 1.1568 -0.7649 -0.792
H 2.9570 -0.9948 -0.7301 0.219
H 2.8755 -1.2168 1.0219 0.244
H 1.4398 -1.4460 0.0297 0.207
H 1.3371 0.6957 1.2463 0.199
H 2.8821 1.1952 0.4852 0.211
H 0.9578 2.1361 -0.6146 0.399
H 1.6233 1.0457 -1.6586 0.403
```

Among the records above, which one has the highest net charge?
C22H33BaGeN4O2

Which formula does entry 5 have?
C21H61Li2O18

What is the net charge in the sixth record?
+1